The following is a quantum chemistry calculation of 11 unconnected molecules or ions with the total composition C81H176N8O11 at a distorted geometry, from OMol25.

Structure (XYZ):
```
276
C81H176N8O11 wB97M-V/def2-TZVPD
O 15.64195 -8.59110 -7.67569
O 17.72241 -15.70367 -1.34569
O 14.70859 -6.44331 -9.32894
O 19.84726 -11.37697 -10.07983
O 12.80663 -4.67258 -3.22906
O 13.97388 -3.64104 -0.72316
O 16.44948 -11.12058 -9.15099
O 9.29646 -6.53293 -11.29591
O 7.93346 -13.73980 -8.69414
O 18.25866 0.45357 -5.54681
O 14.57109 -7.10175 2.06807
N 8.72303 -13.18470 -7.78597
N 18.09625 -14.39440 -1.48049
N 8.99527 -6.34939 -9.92041
N 15.37612 -7.98455 -6.45629
N 19.85042 -10.41809 -11.13448
N 17.36023 -0.49140 -5.00249
N 14.83579 -5.52038 -10.40348
N 15.00456 -7.94904 3.09243
C 7.02790 -7.95087 -10.17760
C 17.89434 -1.90481 -4.91222
C 18.57032 -14.66236 -3.95232
C 10.10487 -11.83897 -9.44037
C 14.87637 -3.74655 -8.86051
C 13.97296 -7.43578 -4.57656
C 16.30169 -13.87065 -3.03114
C 7.06334 -13.44146 -5.95412
C 18.09620 -11.46211 -1.71653
C 15.39235 -10.19070 3.95875
C 10.34100 -11.35353 -6.02254
C 16.68720 -13.52576 0.34394
C 10.66107 -4.71070 -2.01576
C 14.05599 -8.31989 -5.84000
C 16.71724 -9.67918 4.63267
C 15.94952 -0.08477 -4.90023
C 10.07112 -12.83633 -8.28816
C 6.59901 -5.52525 -10.26761
C 20.23984 -10.97824 -12.47741
C 19.41196 -1.89894 -4.38920
C 15.78322 -9.70392 1.46177
C 20.15543 -9.75218 -13.61579
C 10.91710 -12.27667 -7.10369
C 20.45457 -9.18430 -10.63241
C 15.23597 -0.36097 -6.27619
C 7.52141 -6.61208 -9.65075
C 19.14649 -14.37473 0.77431
C 10.84989 -14.04277 -8.86771
C 9.54649 -5.30504 -7.72108
C 14.93688 -9.35420 2.72531
C 18.75193 -12.17558 -0.46620
C 15.17344 -7.26676 -3.64820
C 19.52071 -8.64149 -9.54348
C 13.78989 -2.58129 0.23895
C 17.13439 -6.57454 3.44029
C 18.13885 -13.63667 -0.23964
C 17.87674 -2.59116 -6.28059
C 21.56725 -11.86402 -12.61683
C 14.93708 -6.03061 -11.81896
C 8.04110 -5.27344 -7.38252
C 17.86596 -13.85909 -2.84778
C 16.45973 -6.93211 -4.40734
C 13.35938 -3.21234 1.58963
C 8.03679 -12.42966 -6.64130
C 12.95933 -7.94260 -6.85043
C 15.64774 1.33543 -4.51803
C 19.08333 -11.87288 -12.90969
C 17.07374 -2.75829 -3.88608
C 14.93528 -1.61661 0.32772
C 14.35878 -11.90201 -9.19317
C 16.27217 -6.73628 -12.09581
C 15.64159 -3.63569 -12.54824
C 17.10528 -4.62835 -9.78783
C 16.64152 -7.86031 -5.65850
C 20.40317 -8.17736 -11.72316
C 11.50110 -5.26754 -3.11047
C 15.28198 -0.99721 -3.77090
C 14.68189 -4.84503 -12.84712
C 17.23105 -9.14924 -5.19799
C 15.03541 -6.26048 4.96743
C 17.60508 -6.99614 -6.57640
C 21.97469 -9.31226 -10.33620
C 15.59110 -4.31615 -10.04392
C 18.41453 -12.36368 -2.88990
C 10.81119 -4.90909 -4.45346
C 7.19902 -11.22518 -7.07109
C 15.88644 -7.26041 4.09183
C 9.00851 -12.00753 -5.54001
C 15.41771 -3.19814 -11.07868
C 7.32860 -6.52443 -8.05739
C 15.38605 -10.55235 -11.06058
C 13.83690 -9.78010 -5.54544
C 15.59946 -2.45491 -3.80337
C 11.28857 -5.76848 -9.50212
C 9.52789 -3.98915 -9.96069
C 16.44611 -8.28025 5.18513
C 15.54846 -11.64949 -10.04522
C 9.84410 -5.31010 -9.28079
C 13.53317 -9.69246 2.40693
C 20.98461 -8.50923 -13.14358
C 13.84586 -7.00252 -12.12333
H 16.66801 -3.99860 -12.60173
H 7.00039 -4.53381 -10.05776
H 13.61163 -4.64223 -12.80803
H 17.74558 -7.36174 2.99887
H 17.98904 -11.89527 -3.77741
H 14.27805 -3.71816 1.88676
H 16.13943 -10.39557 -8.60341
H 14.61166 -10.38065 4.69531
H 7.37085 -8.02626 -11.20949
H 8.45847 -11.37022 -4.84761
H 18.55586 -8.44010 -10.00888
H 17.04681 -11.18822 -1.60756
H 13.11439 -7.76188 -3.98953
H 18.44765 -10.44507 -1.89028
H 10.83953 -14.90545 -8.20153
H 9.28502 -12.92100 -5.01350
H 15.05574 -4.38860 -7.99814
H 13.06139 -4.39770 -2.34525
H 7.66003 -4.27746 -7.60815
H 14.89776 -5.02038 -13.90104
H 14.21998 -0.78462 -3.89372
H 7.80753 -10.59745 -7.72207
H 15.02597 -3.05316 -4.51140
H 14.59235 -0.74538 0.88580
H 12.56936 -3.95793 1.49982
H 16.73507 -12.85842 1.20445
H 16.31986 -10.06897 -11.34772
H 18.84601 -12.63638 -12.16886
H 13.90742 -7.58369 -13.04340
H 15.55926 2.01480 -5.36580
H 15.31392 -8.22009 -3.13876
H 18.07503 -14.70490 -4.92236
H 15.83270 -13.21541 -2.29709
H 16.82344 -9.45180 1.66785
H 21.57304 -12.69212 -11.90810
H 17.31719 -6.92423 -3.73442
H 18.47761 -15.72370 -3.72198
H 19.70317 -1.23700 -3.57365
H 15.21317 -2.84977 -2.86371
H 15.24923 -1.42167 -6.52686
H 7.39515 -8.79825 -9.59866
H 10.74652 -5.11289 -1.00629
H 19.45084 -13.92513 1.71947
H 10.38652 -3.31787 -9.94555
H 15.26445 -2.77520 -8.55397
H 11.51636 -13.01446 -6.57015
H 15.42554 -5.84825 5.89799
H 11.85207 -13.87879 -9.26379
H 17.34409 -7.90467 5.67574
H 18.08611 -1.77176 -6.96823
H 15.84707 -14.84930 -2.87737
H 18.52712 -16.17831 -1.12487
H 6.24994 -6.48015 -7.90700
H 6.43976 -11.66119 -7.72033
H 14.98654 -10.90029 -12.01317
H 15.82267 -1.98044 0.84565
H 9.57864 -4.79121 -2.11561
H 16.41045 1.69289 -3.82621
H 18.51284 -11.55715 0.39894
H 7.52074 -12.96500 -9.08265
H 15.70303 -10.74803 1.15928
H 18.57568 -3.42755 -6.28800
H 12.02036 -5.27392 -8.86338
H 19.49562 -12.37360 -3.02869
H 11.73087 -11.68023 -7.51620
H 16.99122 -5.93974 2.56586
H 6.71658 -5.51293 -11.35118
H 16.87766 -2.95582 -6.51928
H 10.16746 -6.08028 -7.27218
H 10.36203 -14.48494 -9.73637
H 13.98539 -6.11350 -8.79060
H 17.17108 -6.14393 -11.92503
H 7.97542 -5.38267 -6.29999
H 12.75486 -9.49401 3.14377
H 6.72152 -10.62150 -6.29929
H 22.07112 -8.59417 -13.12376
H 14.63486 1.43769 -4.12851
H 11.91259 -8.16952 -6.64807
H 18.21405 -8.81932 -4.86191
H 17.29704 -5.70132 -9.79538
H 21.60363 -12.32376 -13.60447
H 10.74580 -3.63754 -1.84479
H 15.06175 -6.43180 -2.95649
H 22.48238 -8.39039 -10.05247
H 19.11725 -9.47740 -13.80227
H 9.79696 -5.27796 -4.30064
H 13.56375 -12.12614 -9.90436
H 19.83866 -12.09566 -0.49348
H 16.59359 -9.56088 -4.41550
H 18.13686 -7.74597 -7.16212
H 17.52284 -2.63959 -2.90002
H 17.14833 -6.37779 -7.34915
H 19.45548 -9.27184 -8.65664
H 13.87959 -7.70591 -11.29135
H 18.57892 0.84096 -4.72892
H 11.35407 -5.31007 -5.30939
H 7.78497 -7.42424 -7.64484
H 14.08772 -6.78982 5.06636
H 19.18474 -12.48122 -13.80844
H 6.52093 -14.04704 -6.68018
H 13.10181 -9.31650 1.47920
H 16.30791 -14.48929 0.68427
H 17.36265 -9.92186 -5.95550
H 20.01665 -1.53545 -5.22007
H 10.84257 -3.89269 -4.84593
H 17.18568 -3.83114 -4.04284
H 15.50923 -0.55523 -2.80080
H 12.84218 -9.95095 -5.13384
H 18.20041 -11.25598 -13.07696
H 15.45875 -2.74835 -13.15428
H 17.89172 -6.08992 4.05648
H 20.71037 -9.96047 -14.53053
H 11.57495 -5.50620 -10.52059
H 13.99729 -10.37836 -6.44235
H 8.71004 -3.46392 -9.46738
H 19.56968 -14.39169 -4.29309
H 14.87979 -5.40612 4.30867
H 9.85255 -10.85784 -9.03807
H 13.71290 -6.79064 2.36528
H 16.20082 -6.95199 -13.16187
H 12.90649 -6.88851 -7.12282
H 15.79080 -8.44611 6.04021
H 5.94512 -8.01487 -10.28527
H 11.45621 -6.83512 -9.35287
H 16.42703 -7.62387 -11.48236
H 14.10965 -11.06455 -8.54149
H 15.58509 -11.23844 3.72806
H 15.33061 -1.18729 -0.59287
H 14.38049 -12.76120 -8.52277
H 14.40346 -2.81782 -10.95719
H 14.48694 -10.19332 -4.77420
H 17.70113 -4.07279 -10.51200
H 9.85841 -4.32094 -7.37127
H 10.05045 -10.44322 -6.54695
H 5.54889 -5.66953 -10.01354
H 16.17848 -13.53915 -4.06217
H 14.68531 -4.22294 -0.44594
H 13.80663 -3.71119 -9.06669
H 11.43527 -6.34735 -2.97705
H 19.78189 -2.89410 -4.14235
H 20.72509 -7.65197 -13.76474
H 15.62355 0.22761 -7.10774
H 22.05479 -9.98266 -9.48049
H 19.33248 -8.01355 -11.84518
H 11.03264 -11.68019 -9.99003
H 15.89361 -12.62577 -10.38561
H 19.89805 -7.74164 -9.05770
H 20.12202 -14.40885 0.28926
H 15.22028 -9.22977 0.65780
H 9.76981 -7.36154 -11.40043
H 16.32953 -5.91551 -4.77838
H 13.45588 -10.77080 2.26797
H 7.57177 -14.08172 -5.23325
H 18.31634 -6.37592 -6.03091
H 9.47567 -12.04518 -10.30622
H 22.49716 -9.70490 -11.20853
H 16.13277 -2.39168 -10.91613
H 13.86314 -6.37185 -4.78653
H 15.00887 -9.65024 -10.57887
H 18.94886 -11.65176 -9.88242
H 13.01892 -2.49248 2.33393
H 9.30131 -3.97832 -11.02682
H 13.17986 -8.27203 -7.86579
H 10.92691 -11.08962 -5.14212
H 17.53951 -9.64366 3.91805
H 6.28408 -12.92493 -5.39373
H 17.52431 -4.28428 -8.84225
H 14.16922 -0.14128 -6.31955
H 16.04188 -13.18359 -0.46513
H 18.81495 -15.36144 1.09769
H 12.83570 -6.59310 -12.13067
H 22.48593 -11.28779 -12.50690
H 12.88417 -2.06602 -0.08086
H 20.70847 -7.18577 -11.38905
H 16.85849 -10.36759 5.46587
H 15.97341 -7.89775 -8.25103
```

Calculated values
Highest occupied orbital energy   -0.27981 Eh
F_max   5.12 eV Å⁻¹
Multiplicity   1
SMILES string   CC1(C)CCCC(C)(C)N1O.CC1(C)CCCC(C)(C)N1O.CC1(C)CCCC(C)(C)N1O.CC1(C)CCCC(C)(C)N1O.CC1(C)CCCC(C)(C)N1O.CC1(C)CCCC(C)(C)N1O.CC1(C)CCCC(C)(C)N1O.CC1(C)CCCC(C)(C)N1O.CC(C)O.CC(C)O.CC(C)O

***

The following is a quantum chemistry calculation of 11 unconnected molecules or ions with the total composition C44H82N6O10S5 at a distorted geometry, from OMol25.

Structure (XYZ):
```
147
C44H82N6O10S5 wB97M-V/def2-TZVPD
S 0.60541 -0.10481 1.36609
S 4.65019 3.55809 2.53661
S -5.26392 -0.19920 3.60327
S -2.39542 -4.58017 2.60275
S 3.64125 -3.67986 1.13026
O 1.75726 -0.34381 2.17191
O -5.76659 -0.54304 2.32380
O -5.15138 -1.16428 4.69578
O -0.50208 -1.03551 1.49732
O -2.29337 -5.62377 1.58014
O 4.49562 2.42042 1.66491
O 5.43142 4.70226 2.21230
O 4.01517 -5.03902 0.80252
O -1.22531 -4.18956 3.27863
O 3.14055 -2.82673 0.05797
N 2.34293 6.20804 -0.35363
N -0.95051 1.50163 -2.97492
N -0.87050 5.38418 2.41996
N 1.29405 -1.83811 -6.22706
N -4.84715 -1.68177 -5.33410
N -0.09340 -2.47032 -2.90940
C -3.12614 -2.00542 -3.45613
C 0.50415 -5.42658 -1.22559
C -4.73317 -1.62556 -1.50300
C 5.09438 -2.91284 1.88190
C -2.30432 1.19694 -6.32661
C -2.22017 6.09197 -0.62526
C 1.87219 -3.96174 -4.88021
C -4.93663 -4.19602 3.43773
C -4.05595 -1.80535 -4.51684
C 5.05016 5.32641 -2.06165
C -0.78673 6.14924 -0.07284
C 3.57691 -3.39478 3.73159
C -0.30184 -6.12974 -2.26598
C -0.53328 1.58350 -4.03668
C -3.75351 -5.16150 3.69901
C -4.07180 2.20380 3.52020
C 4.07547 4.50629 -1.25934
C -0.02190 -3.19681 -2.00502
C 3.50673 -2.65356 -3.35553
C 2.80129 3.44664 4.55122
C -4.73394 -3.67264 2.04934
C -0.10222 -4.07571 -0.82412
C -6.24171 1.20210 4.15719
C 0.71002 2.35818 0.36594
C 4.67609 -2.43603 3.32452
C -3.30382 -3.21725 1.84582
C -3.71145 0.69961 3.52264
C 1.11505 0.09080 -0.27812
C -2.67536 4.82338 -1.35039
C 2.55776 -3.62703 2.54573
C 3.71677 2.21775 4.57540
C 1.47871 -2.80452 -5.64105
C -5.28546 2.31765 4.51553
C 0.05195 1.63915 1.53678
C -0.78570 5.70062 1.31619
C 3.24439 -3.79103 -4.29018
C 1.72872 1.46563 -0.27020
C 4.44429 6.03660 -3.24561
C -0.04399 1.55811 -5.41425
C -0.89837 0.62005 -6.17972
C -3.54638 -1.09665 -2.24608
C 3.09461 5.41854 -0.69720
C 2.95734 4.03706 3.12906
C 5.04194 2.72102 4.13806
H 5.54206 6.07323 -1.42548
H 0.49934 -5.88752 -0.28164
H -4.93987 2.23398 5.56411
H -2.36187 6.87854 -1.33081
H 0.41847 1.99341 2.53124
H -0.42834 0.40179 -7.12843
H -3.76150 -0.07716 -2.70048
H -5.42357 -2.91814 1.75888
H 0.17112 0.05116 -0.79747
H -5.70523 3.28080 4.40147
H -4.86625 -4.49197 1.32873
H 4.22384 5.39442 -4.11125
H -2.78606 1.53617 -5.40600
H 1.94573 -4.51389 2.66828
H 3.72040 3.71919 -1.94802
H 2.73158 1.55224 0.16901
H 0.05003 5.77641 -0.60033
H -2.93566 0.38809 -6.76172
H 3.04685 -3.16172 4.65339
H 3.84808 1.77982 5.58119
H 1.92314 -4.87914 -5.49303
H 5.57066 -2.43908 3.96390
H -1.07557 -3.94254 -0.38265
H 5.91012 -3.69318 1.83221
H -5.96336 -4.67286 3.51854
H 1.57866 -5.24808 -1.53025
H 4.08182 -4.30092 3.91969
H 1.75606 3.17600 4.84181
H 1.77420 -0.70499 -0.58204
H 0.02828 2.56741 -5.71490
H 3.47184 6.55800 -2.97942
H -3.64177 4.98012 -1.80825
H 3.96079 -3.70579 -5.18089
H -3.12673 0.39175 4.45995
H 2.88456 5.11575 3.16943
H -4.42572 -2.51367 -0.94356
H -6.84940 1.41751 3.26579
H 4.57049 -2.50677 -3.29277
H 1.13042 -4.08347 -4.08195
H 1.05301 3.35153 0.71649
H -3.18141 2.74041 3.72208
H 3.54680 -4.75458 -3.83841
H -2.71270 -1.07397 -1.57708
H -3.79817 -6.13630 3.24314
H 0.13600 -7.10173 -2.50570
H -2.16067 -1.69519 -3.79176
H -1.39703 -6.31987 -2.04283
H 0.99559 1.26315 -5.38004
H 3.00493 -1.78410 -3.79360
H -3.08904 0.34735 2.73290
H 5.73488 1.96184 3.91726
H 4.52543 3.97403 -0.34266
H -1.03298 1.60997 1.54902
H 2.23333 3.56004 2.44279
H -5.13283 -0.89626 -0.71658
H 5.08679 6.88819 -3.55837
H 4.26703 -1.38026 3.33671
H -3.48148 -5.23714 4.75653
H 5.31091 -2.18176 1.11264
H -6.92920 0.75562 4.93877
H 1.81233 1.62210 -1.37275
H 5.48278 3.50449 4.81217
H 1.95630 -2.76536 2.44499
H 5.78349 4.67167 -2.44891
H -0.48639 7.20651 -0.01305
H -2.95073 6.29653 0.12697
H -1.95820 4.54631 -2.10539
H -2.28627 2.11984 -6.98908
H 0.54387 -3.61957 -0.07252
H 3.42254 1.40868 3.92357
H -2.97706 -3.07903 -3.21943
H -0.10127 2.50507 -0.33355
H -4.41190 2.56585 2.53385
H -0.91267 -0.30335 -5.59336
H 3.18012 4.21106 5.20091
H -4.93352 -3.33920 4.11715
H -2.81095 4.05211 -0.58896
H -3.00970 -3.13357 0.82225
H -0.42185 -5.49538 -3.14405
H 3.06165 -2.92229 -2.37121
H -5.64160 -1.86339 -2.07399
H -3.00710 -2.27981 2.31539
```

Calculated values
Highest occupied orbital energy   -0.37103 Eh
F_max   3.72 eV Å⁻¹
Multiplicity   1
SMILES string   O=S1(=O)CCCC1.O=S1(=O)CCCC1.O=S1(=O)CCCC1.O=S1(=O)CCCC1.O=S1(=O)CCCC1.CCCC#N.CCCC#N.CCCC#N.CCCC#N.CCCC#N.CCCC#N

***

The following is a quantum chemistry calculation of a single C4H6O2Si molecule at a distorted geometry, from OMol25.

Structure (XYZ):
```
13
C4H6O2Si wB97M-V/def2-TZVPD
Si -0.55491 -1.49423 -0.45123
O -0.59423 -2.74065 0.60725
O -2.27033 0.24904 1.14753
C 0.75686 0.97577 -0.18096
C -1.49336 0.30581 0.24135
C 0.94131 -0.39866 -0.07234
C -0.63280 1.52768 0.09939
H 1.94199 -0.65364 -0.12885
H -0.66958 2.07353 1.04918
H 1.54151 1.74384 0.10153
H -1.15673 -1.85582 -1.77576
H -0.96001 2.21983 -0.66887
H -0.20138 -2.64439 1.42408
```

Calculated values
Highest occupied orbital energy   -0.29920 Eh
F_max   3.55 eV Å⁻¹
Multiplicity   1
SMILES string   O=C1CC=C[Si@H]1O

***

The following is a quantum chemistry calculation of 2 unconnected molecules or ions with the total composition C2H8NS at a distorted geometry, from OMol25.

Structure (XYZ):
```
12
C2H8NS wB97M-V/def2-TZVPD
S -1.13420 0.37167 -0.68915
N 1.36677 1.80230 1.61969
C -0.49351 -1.48860 -0.06770
C 1.00692 -1.35070 -0.25595
H 1.51170 -2.30528 -0.47785
H 1.44663 1.95901 0.62122
H -0.77704 -1.33841 0.96274
H 1.45007 -0.87386 0.61653
H -1.01141 -2.10280 -0.78687
H 1.22822 0.80685 1.72563
H 0.47018 2.21417 1.86535
H 1.30436 -0.66576 -1.05132
```

Calculated values
Highest occupied orbital energy   -0.08644 Eh
Charge   -1
F_max   4.51 eV Å⁻¹
Multiplicity   1

***

Record-wise orbital gap values, in eV: 7.87 10.41 8.52 6.74
Record-wise energy above the lowest of the compared OMol25 structures with the same formula, charge and spin values, in kcal per mole: 169.86 43.28 32.40 21.79